C4H4F2 | ωB97M-V with the def2-TZVPD basis set

Computed properties:
Kohn-Sham gap (spin up / spin down)   9.178 / 7.876 eV
Energy relative to the best compared isomer or geometry (same formula, charge and spin)   478.1 kJ/mol
LUMO (spin up / spin down)   -0.16 / -0.15 eV
E   -9641.497 eV

Last column: Löwdin charge in e.
Atoms and positions in Å:
C (0.495, 2.207, -0.637)  0.1463
C (0.728, 1.102, -0.180)  -0.0798
C (-1.342, -1.248, 0.116)  0.0945
C (1.314, -0.074, 0.316)  -0.3563
F (1.780, -1.051, -0.501)  0.0886
F (1.601, -0.293, 1.584)  0.1286
H (0.301, 3.034, -1.265)  0.0310
H (-1.564, -1.603, 1.139)  0.0168
H (-1.684, -1.835, -0.650)  -0.0373
H (-1.630, -0.239, 0.077)  -0.0324